(1)
8
Properties=species:S:1:pos:R:3:mulliken_charge:R:1 method="wB97M-V/def2-TZVPD" relative_energy_kj_mol=208.1 homo_ev=-9.52 molar_mass_da=43.87 lumo_ev=0.631 spin_multiplicity=1 fmax_ev_per_a=5.5 smiles=NBN
B -0.23 -0.20 0.55 0.13
H -0.95 -0.37 -1.34 0.25
N 1.49 -0.36 -0.15 -0.74
N -1.17 -0.02 -0.44 -0.31
H -0.32 0.01 1.70 -0.05
H -2.12 0.49 -0.37 0.25
H 1.36 0.48 -0.62 0.25
H 1.94 -0.02 0.69 0.23

***

(2)
51
Properties=species:S:1:pos:R:3:mulliken_charge:R:1 method="wB97M-V/def2-TZVPD" relative_energy_kj_mol=1935.9 charge=-8 homo_ev=8.75 molar_mass_da=1131.82 lumo_ev=14.409 spin_multiplicity=1 fmax_ev_per_a=6.7
O -0.55 -3.03 1.30 -0.50
O 1.83 -0.22 4.65 -0.63
Ba 0.01 -0.32 0.21 1.66
O -0.35 -2.46 -2.44 -0.44
O -2.57 3.50 -0.52 -0.54
O -0.77 -5.13 2.38 -0.74
Cl 3.32 2.54 -0.06 1.52
O -2.39 -1.00 3.27 -0.61
O 2.76 -1.57 -0.99 -0.32
O 1.14 5.83 2.37 -0.67
Cl -2.65 0.08 4.29 1.57
Cl -4.33 -1.02 -1.21 1.60
O 0.65 3.48 3.21 -0.56
O -1.18 -4.04 -4.09 -0.71
O 3.16 3.94 0.52 -0.71
Cl 0.20 4.79 2.60 1.53
O 3.76 2.70 -1.44 -0.67
O 1.81 -2.36 4.07 -0.62
Cl 2.50 -1.15 3.88 1.58
O 3.95 -1.14 4.16 -0.74
Cl 0.63 1.54 -3.84 1.56
O 0.61 -4.50 -2.71 -0.70
O 5.07 -1.96 -1.22 -0.74
Cl -2.86 3.64 -1.96 1.60
O -2.98 2.41 -2.74 -0.53
O -2.99 -0.72 5.47 -0.76
O -4.03 4.44 -2.18 -0.80
O 3.71 -3.06 -2.85 -0.64
O -0.19 4.45 1.29 -0.57
O 4.25 1.89 0.71 -0.64
O -0.94 5.37 3.33 -0.72
O -3.83 0.76 3.80 -0.65
O -0.05 0.80 -2.86 -0.46
O -1.86 4.53 -2.42 -0.69
Cl 3.74 -2.57 -1.49 1.45
O -0.09 1.36 -5.09 -0.74
O 0.60 -4.79 0.51 -0.60
O -1.55 0.93 4.60 -0.53
O 0.94 -2.80 -4.19 -0.68
Cl -0.09 -3.43 -3.38 1.55
O -5.51 -0.13 -1.06 -0.73
O 3.58 -3.90 -0.85 -0.69
O 0.96 2.88 -3.41 -0.62
Cl -0.54 -4.44 1.15 1.59
O 1.93 1.02 -4.04 -0.72
O -3.98 -1.29 -2.55 -0.61
O -1.60 -4.76 0.22 -0.72
O -4.36 -2.11 -0.35 -0.61
O -3.26 -0.24 -0.62 -0.62
O 2.39 -0.59 2.50 -0.59
O 2.04 1.85 0.06 -0.37

***

(3)
25
Properties=species:S:1:pos:R:3:mulliken_charge:R:1 method="wB97M-V/def2-TZVPD" relative_energy_kj_mol=351.4 charge=+2 homo_ev=-17.41 molar_mass_da=281.45 lumo_ev=-6.980 spin_multiplicity=1 fmax_ev_per_a=0.9
H 4.28 0.57 2.34 0.32
H -3.60 1.83 -1.23 0.31
H -0.34 3.68 -0.81 0.32
H 0.36 4.73 0.03 0.31
O 2.99 -2.64 -1.73 -0.59
H 3.95 -2.61 -1.75 0.31
O 0.34 -3.08 2.39 -0.59
H -3.26 -2.37 -1.00 0.31
H -3.09 -2.87 0.41 0.30
H 0.27 -2.82 3.31 0.32
O -1.64 1.19 2.60 -0.57
H 0.55 1.94 -3.95 0.34
H -2.89 1.89 -2.56 0.32
H 2.77 -3.55 -1.91 0.32
O 0.25 1.03 -3.90 -0.64
O 0.46 3.84 -0.31 -0.61
O 3.41 0.29 2.63 -0.60
H -2.19 1.98 2.67 0.30
Ba 0.47 -0.20 -0.14 1.70
O -2.73 1.80 -1.62 -0.60
H -1.98 0.61 3.28 0.31
H 3.39 0.48 3.56 0.31
H 0.84 0.55 -4.48 0.33
H 0.10 -4.01 2.39 0.31
O -2.72 -2.26 -0.22 -0.56